*P*
ORCA calculation (ωB97M-V with the def2-TZVPD basis set) on C8H15N3O4 in the gas phase.

For the gap between HOMO and LUMO, the calculation gives 10.22 eV.

```
! RIJCOSX wB97M-V def2-TZVPD def2/J DEFGRID3
* xyz 0 1
O 2.795 0.998 -3.315
O -0.138 1.343 1.749
O -2.924 -1.577 -0.201
O -0.794 -3.094 -0.634
C 2.874 1.116 -2.101
C 0.451 0.766 0.839
C -2.254 -0.926 0.671
N -2.793 0.207 1.012
N 1.821 0.888 -1.359
N 0.133 -0.505 0.450
C 4.241 1.620 -1.499
C -4.078 0.760 0.646
C 1.561 1.440 -0.002
C -0.622 -2.857 0.813
C -0.880 -1.361 1.154
H -1.648 -2.738 -0.776
H -2.284 0.637 1.770
H 1.048 0.470 -1.923
H 0.691 -0.883 -0.320
H 4.122 2.614 -1.120
H 5.193 1.399 -1.998
H 4.463 0.964 -0.547
H -3.973 1.842 0.508
H -4.895 0.410 1.288
H -4.371 0.310 -0.295
H 1.378 2.527 -0.050
H 2.484 1.376 0.555
H 0.442 -3.117 1.045
H -1.323 -3.382 1.393
H -0.722 -1.248 2.243
*
```

***

*Q*
ORCA calculation (ωB97M-V with the def2-TZVPD basis set) on 2 unconnected molecules or ions with the total composition C8H15N3O4.

For the gap between HOMO and LUMO, the calculation gives 10.17 eV.

```
! RIJCOSX wB97M-V def2-TZVPD def2/J DEFGRID3
* xyz 0 1
C 2.899 -0.945 0.280
C 1.972 -0.111 -0.316
C 3.414 -0.098 1.504
C -0.439 0.541 -0.979
C -0.615 1.834 -0.343
C -1.969 -0.159 -1.056
C -2.541 -0.807 0.174
C -4.024 -0.836 0.175
H 4.664 -1.815 -0.197
H 4.031 -0.670 -1.265
H 2.340 -1.760 0.914
H 3.508 1.204 1.259
H 2.532 -0.050 2.158
H 4.447 -0.517 1.991
H 0.250 -1.113 0.046
H -0.063 0.644 -1.998
H -2.401 0.825 -1.455
H -2.050 -0.941 -1.875
H -2.192 -1.929 0.303
H -2.167 -0.453 1.132
H -5.523 0.725 0.215
H -3.580 1.315 0.316
H 1.277 2.259 -0.256
N 3.745 -1.618 -0.716
N 0.627 -0.304 -0.316
N -4.348 0.583 1.002
O 2.357 1.046 -0.593
O -1.722 2.318 -0.051
O -4.808 -1.783 -0.135
O 0.380 2.616 0.082
*
```

***

Energies in eV, measured from the most stable structure: *P* 0.000; *Q* 5.880.

***

*P*
ORCA calculation (ωB97M-V with the def2-TZVPD basis set) on 3 unconnected molecules or ions with the total composition C5H15NO2.

For the gap between HOMO and LUMO, the calculation gives 8.19 eV.

```
! RIJCOSX wB97M-V def2-TZVPD def2/J DEFGRID3
* xyz 0 1
C -2.117 1.242 0.574
N -1.204 0.175 0.243
C -0.013 0.345 -0.466
C 0.917 -0.620 -0.479
C 2.199 -0.558 -1.241
C 0.227 1.638 -1.190
H -1.855 1.759 1.497
H -2.224 1.987 -0.215
H -3.103 0.833 0.751
H -1.490 -0.766 0.464
H 0.676 -1.538 0.039
H 2.885 0.241 -0.939
H 2.778 -1.481 -1.145
H 2.064 -0.391 -2.305
H 0.696 1.423 -2.142
H 0.909 2.269 -0.619
H -0.671 2.204 -1.429
H -1.409 -3.382 -0.096
H -0.756 -2.990 1.262
O -1.556 -2.913 0.734
H 0.303 0.431 2.041
H 1.643 -0.266 2.077
O 1.101 0.359 2.583
*
```

***

*Q*
ORCA calculation (ωB97M-V with the def2-TZVPD basis set) on a molecular structure, C5H15NO2.

For the gap between HOMO and LUMO, the calculation gives 3.60 eV.

```
! RIJCOSX wB97M-V def2-TZVPD def2/J DEFGRID3
* xyz 0 1
C 0.436 -1.349 -0.404
C -0.430 -1.453 0.949
C -1.837 -0.921 0.646
C -1.912 0.193 -0.230
C -2.871 1.145 -0.652
N 0.234 -0.754 2.071
H 1.105 -0.465 -0.403
H 1.004 -2.349 -0.511
H -0.150 -1.355 -1.361
H -0.412 -2.579 1.212
H -2.499 -1.056 1.533
H 1.547 0.953 -3.006
H -0.917 0.638 -0.590
H -2.746 2.138 -1.116
H -3.877 0.725 -0.485
H -0.378 -0.081 2.569
H 1.182 -0.255 1.895
H 1.913 1.027 0.415
H 1.800 2.322 -0.637
O 1.292 1.897 0.094
H 1.375 1.592 -2.631
H 3.341 -0.126 -0.071
O 2.800 0.113 0.712
*
```

***

*R*
ORCA calculation (ωB97M-V with the def2-TZVPD basis set) on 2 unconnected molecules or ions with the total composition C5H15NO2.

For the gap between HOMO and LUMO, the calculation gives 9.32 eV.

```
! RIJCOSX wB97M-V def2-TZVPD def2/J DEFGRID3
* xyz 0 1
C 0.525 -0.164 0.009
C 1.020 -1.502 -0.493
O 1.216 -1.583 -1.898
C -0.835 0.193 -0.605
N -1.168 1.598 -0.384
C -2.105 1.786 0.733
C -1.708 2.169 -1.609
H 1.221 0.646 -0.246
H 0.442 -0.197 1.091
H 0.252 -2.257 -0.255
H 1.888 -1.922 0.029
H 1.716 -0.811 -2.196
H -0.804 -0.024 -1.664
H -1.558 -0.470 -0.137
H -2.527 2.788 0.649
H -2.877 1.017 0.759
H -1.554 1.869 1.664
H -0.876 2.307 -2.288
H -2.474 1.561 -2.109
H -2.170 3.124 -1.402
H 3.818 -3.631 4.127
H 4.356 -2.792 2.982
O 4.202 -3.705 3.245
*
```

***

Energies in eV, measured from the most stable structure: *P* 0.000; *Q* 7.334; *R* 0.392.

***

*P*
ORCA calculation (ωB97M-V with the def2-TZVPD basis set) on 3 unconnected molecules or ions with the total composition C5H15NO2.

For the gap between HOMO and LUMO, the calculation gives 9.38 eV.

```
! RIJCOSX wB97M-V def2-TZVPD def2/J DEFGRID3
* xyz 0 1
C -0.603 -2.413 1.095
C -0.737 -1.213 0.157
N 1.336 0.898 -0.396
C 0.528 0.923 0.776
C -0.463 0.032 0.972
C 0.945 1.882 1.897
H -0.405 -3.367 0.603
H -1.558 -2.573 1.599
H 0.199 -2.228 1.804
H -0.089 -1.289 -0.728
H -1.651 -1.103 -0.441
H 2.310 1.035 -0.151
H 1.219 -0.043 -0.752
H -1.015 0.142 1.898
H 0.998 2.854 1.403
H 1.944 1.579 2.207
H 0.179 1.785 2.652
H -1.700 1.124 -1.496
H -0.235 1.584 -1.503
O -1.138 1.837 -1.806
H -0.427 -0.164 -2.692
H 0.587 -0.461 -3.734
O -0.224 -0.822 -3.365
*
```

***

*Q*
ORCA calculation (ωB97M-V with the def2-TZVPD basis set) on 2 unconnected molecules or ions with the total composition C5H15NO2.

For the gap between HOMO and LUMO, the calculation gives 9.66 eV.

```
! RIJCOSX wB97M-V def2-TZVPD def2/J DEFGRID3
* xyz 0 1
C -2.283 -0.513 -1.743
C -0.746 -0.498 -1.974
N -0.071 -0.621 -0.654
C 1.763 0.929 -1.253
C 0.525 0.744 -0.293
C 1.144 0.488 1.090
O 1.086 1.716 1.843
H -2.824 -0.662 -2.611
H -2.475 -1.125 -0.884
H -2.400 0.461 -1.216
H -0.527 -1.410 -2.580
H -0.481 0.403 -2.539
H 0.637 -1.381 -0.561
H 2.594 1.402 -0.802
H 2.084 -0.006 -1.772
H 1.302 1.602 -1.999
H -0.211 1.524 -0.448
H 2.209 0.160 1.025
H 0.646 -0.176 1.806
H 1.864 2.224 1.637
H -1.554 -2.048 1.750
H -0.909 -1.138 2.680
O -1.315 -2.023 2.678
*
```

***

*R*
ORCA calculation (ωB97M-V with the def2-TZVPD basis set) on 3 unconnected molecules or ions with the total composition C5H15NO2.

For the gap between HOMO and LUMO, the calculation gives 8.86 eV.

```
! RIJCOSX wB97M-V def2-TZVPD def2/J DEFGRID3
* xyz 0 1
C 0.697 -2.310 -2.195
C -0.034 -1.589 -0.988
N 0.622 0.953 0.565
C -0.355 0.882 -0.512
C -0.437 -0.217 -1.326
C -1.024 2.209 -0.862
H -0.090 -2.498 -2.909
H 1.184 -3.304 -1.828
H 1.541 -1.712 -2.637
H -0.915 -2.327 -0.977
H 0.537 -1.616 0.006
H 1.494 0.751 0.450
H 0.351 1.521 1.291
H -1.032 -0.070 -2.225
H -1.820 1.957 -1.727
H -0.360 2.919 -1.233
H -1.557 2.661 0.032
H 1.791 -1.672 2.174
H 2.673 -0.771 1.152
O 2.538 -1.076 2.081
H -2.973 0.756 2.115
H -1.736 1.899 1.875
O -2.104 1.199 2.391
*
```

***

Energies in eV, measured from the most stable structure: *P* 0.000; *Q* 1.258; *R* 1.620.